DFT (ωB97M-V with the def2-TZVPD basis set) results for a molecular structure, C61H82GeN3P3PdSi.

CARTESIAN COORDINATES (ANGSTROEM)
Pd: -0.10912 0.25655 0.32108
C: 1.11338 3.98385 0.79838
Si: -0.03352 2.60895 0.09108
C: 0.56588 2.76405 -1.71752
C: 0.12648 3.84955 -2.46262
C: 0.72188 4.16625 -3.66892
C: 1.81238 3.42765 -4.09572
C: 2.27028 2.35245 -3.35262
C: 1.62908 1.98175 -2.17202
P: 2.12528 0.62975 -1.02952
C: 3.63398 1.43185 -0.23972
C: 4.95168 1.47555 -1.02172
C: 5.76738 0.18615 -0.96442
C: 5.94378 -0.29455 0.47338
C: 4.60078 -0.43025 1.18308
C: 3.87018 0.90485 1.17548
C: 2.67078 -0.86295 -2.03212
C: 3.22148 -0.64355 -3.43922
C: 3.75518 -1.96185 -4.02302
C: 2.88568 -3.16055 -3.62832
C: 1.46888 -2.68095 -3.35022
C: 1.47038 -1.82125 -2.08862
C: -1.82862 3.19735 0.30908
C: -2.06702 4.46165 0.83008
C: -3.35422 4.91875 1.03868
C: -4.42352 4.10125 0.72458
C: -4.20362 2.83965 0.19868
C: -2.91062 2.37295 -0.01722
P: -2.53782 0.70535 -0.69762
C: -4.18882 -0.18605 -0.39962
C: -3.98982 -1.68485 -0.13702
C: -4.05242 -2.53685 -1.39992
C: -5.38002 -2.32115 -2.11312
C: -5.50372 -0.86295 -2.52572
C: -5.39782 0.06335 -1.31822
C: -2.27242 1.20415 -2.48342
C: -3.32712 2.05625 -3.18282
C: -2.72952 2.59185 -4.48562
C: -2.29402 1.43915 -5.38542
C: -1.26692 0.56435 -4.67332
C: -1.85182 0.03405 -3.36682
H: 1.20518 4.76445 0.04738
H: 2.10788 3.60075 0.99428
H: 0.74888 4.42535 1.71708
H: -0.68362 4.45455 -2.07822
H: 0.36838 5.00655 -4.24982
H: 2.32548 3.70175 -5.00572
H: 3.14968 1.84295 -3.70282
H: 3.28898 2.47185 -0.15632
H: 5.55158 2.26875 -0.56512
H: 4.76708 1.77335 -2.05502
H: 6.74778 0.37795 -1.40722
H: 5.29828 -0.59685 -1.55632
H: 6.55768 0.42455 1.01928
H: 6.46978 -1.25045 0.47648
H: 4.76148 -0.74595 2.21568
H: 3.97888 -1.18845 0.70068
H: 4.46428 1.63285 1.73528
H: 2.90628 0.80085 1.68438
H: 3.45318 -1.32305 -1.41982
H: 4.04168 0.07245 -3.43122
H: 2.42188 -0.25385 -4.07202
H: 4.77878 -2.12265 -3.68352
H: 3.78308 -1.86535 -5.10962
H: 3.28368 -3.64745 -2.73442
H: 2.88228 -3.90865 -4.42122
H: 0.79938 -3.53465 -3.22862
H: 1.11638 -2.11405 -4.21312
H: 1.52568 -2.46385 -1.20542
H: 0.53208 -1.24695 -2.02852
H: -1.23602 5.09665 1.08658
H: -3.52142 5.90115 1.45308
H: -5.43552 4.43705 0.89128
H: -5.06182 2.23065 -0.02882
H: -4.43752 0.24895 0.58038
H: -4.77002 -2.03245 0.54728
H: -3.03102 -1.80535 0.38378
H: -3.95642 -3.59645 -1.14812
H: -3.23682 -2.26335 -2.07392
H: -6.20592 -2.58735 -1.44882
H: -5.43722 -2.97035 -2.98842
H: -6.46892 -0.70175 -3.01002
H: -4.72692 -0.62895 -3.25472
H: -6.29112 -0.09715 -0.70712
H: -5.42492 1.09725 -1.66252
H: -1.38252 1.84065 -2.37222
H: -3.63252 2.88885 -2.54442
H: -4.20762 1.46505 -3.42932
H: -1.86642 3.22285 -4.26282
H: -3.46852 3.20705 -5.00132
H: -1.87262 1.82875 -6.31242
H: -3.16432 0.83365 -5.64702
H: -0.37082 1.15445 -4.46132
H: -0.97782 -0.27025 -5.31542
H: -1.10952 -0.57065 -2.83482
H: -2.70492 -0.60765 -3.59282
C: 0.68168 -5.36165 -0.09052
N: -0.69702 -4.93105 -0.12092
C: -1.32462 -5.24125 1.14998
N: -0.67032 -4.55865 2.24738
C: 0.72578 -4.93955 2.29458
N: 1.39798 -4.78205 1.02228
C: 2.43338 -3.90725 0.81288
P: -0.25702 -2.24025 0.71648
C: -0.87982 -3.55185 -0.49392
C: -0.92042 -3.13745 2.22948
H: 1.16318 -5.07555 -1.02722
H: 0.68728 -6.45795 -0.00212
H: -1.27092 -6.32145 1.31318
H: -2.37492 -4.94455 1.11238
H: 0.75708 -6.00335 2.57178
H: 1.23338 -4.35475 3.06368
H: 2.97028 -4.02555 -0.11282
H: 2.99788 -3.61185 1.67448
H: -0.42562 -3.40155 -1.47222
H: -1.95392 -3.39945 -0.60052
H: -2.00922 -2.99995 2.26788
H: -0.50212 -2.69195 3.13488
C: -3.64932 -0.99535 4.44778
C: -3.65562 -0.19945 3.31518
C: -2.46022 0.26395 2.79658
C: -1.25212 -0.05125 3.40358
C: -1.25592 -0.84125 4.54608
C: -2.44932 -1.31255 5.06458
Ge: 0.42898 0.74765 2.69598
C: 0.41328 2.54455 3.56628
C: 1.57628 3.29005 3.73458
C: 1.56328 4.47155 4.45488
C: 0.38848 4.91925 5.03698
C: -0.77332 4.18785 4.87118
C: -0.76292 3.02015 4.12738
C: 1.87668 -0.22205 3.70648
C: 2.16748 -1.54745 3.41208
C: 3.11378 -2.24785 4.13938
C: 3.80568 -1.61785 5.16128
C: 3.52868 -0.29435 5.45918
C: 2.57048 0.39545 4.73968
H: -4.58082 -1.35435 4.85818
H: -4.59272 0.07125 2.84758
H: -2.45402 0.91405 1.92608
H: -0.31792 -1.07345 5.03498
H: -2.44172 -1.92125 5.95668
H: 2.49738 2.95445 3.27498
H: 2.47298 5.04425 4.56288
H: 0.37878 5.83875 5.60288
H: -1.69022 4.51545 5.33878
H: -1.67932 2.46465 3.99058
H: 1.64928 -2.02265 2.58478
H: 3.32868 -3.28505 3.91228
H: 4.56398 -2.15145 5.71528
H: 4.05868 0.20985 6.25458
H: 2.35618 1.42445 4.98628

Its lowest unoccupied orbital energy (spin up / spin down) is -0.174 / -0.172 Ha. The calculation puts the energy above the lowest of the compared OMol25 structures with the same formula, charge and spin at 3.298 eV. The orbital gap (spin up / spin down) is 3.84 / 3.86 eV. The total charge is +1. The spin multiplicity is 2.